*A*
The molecule C4H11N3, computed with ωB97M-V/def2-TZVPD.

The structure (SMILES) is [H]/N=C/NCCCN. The charge is 0. As for the LUMO energy: 0.98 eV. The value obtained for the HOMO energy is -0.3297 hartree.

Each line ends with the Mulliken charge.
Atoms and positions in Å:
C: 1.88825 0.13533 -0.44154  -0.435
C: 0.92809 0.93898 0.42010  -0.776
C: -0.43305 0.29283 0.59099  -0.350
N: -3.08011 -0.63492 0.48303  -0.633
C: -2.52692 -0.14697 -0.58809  -0.135
N: -1.25056 0.35081 -0.64103  -0.191
N: 2.19926 -1.23174 0.05954  -0.554
H: 1.52286 0.00197 -1.47654  0.208
H: 2.77595 0.71043 -0.55960  0.325
H: 0.78842 1.97380 -0.01506  0.301
H: 1.41115 1.01819 1.40785  0.323
H: -0.36757 -0.74017 0.94833  0.267
H: -0.99746 0.88314 1.40474  0.322
H: -3.99666 -0.95392 0.23455  0.230
H: -3.03511 -0.18627 -1.51188  0.393
H: -0.77841 0.32790 -1.50974  0.231
H: 3.24031 -1.34500 0.24663  0.249
H: 1.71155 -1.39440 0.94771  0.225



*B*
The molecule C4H11N3, computed with ωB97M-V/def2-TZVPD.

The structure (SMILES) is [H]/N=C/NCCCN. The charge is 0. As for the LUMO energy: 0.95 eV. The value obtained for the HOMO energy is -0.3180 hartree.

Each line ends with the Mulliken charge.
Atoms and positions in Å:
C: -1.19160 -1.44774 -0.28308  -0.484
C: -1.33200 -0.06748 0.40937  -0.802
C: -0.47649 1.03725 -0.21630  -0.538
N: 1.84743 2.69862 0.11467  -0.646
C: 1.95075 1.49144 -0.27555  -0.085
N: 0.90928 0.60095 -0.23508  -0.120
N: -0.24944 -2.27465 0.52878  -0.643
H: -0.78168 -1.30156 -1.28371  0.301
H: -2.16039 -1.92907 -0.39950  0.383
H: -2.39414 0.17873 0.36716  0.332
H: -0.99836 -0.13491 1.44395  0.403
H: -0.67269 1.90734 0.41408  0.329
H: -0.84367 1.26843 -1.22027  0.255
H: 2.74985 3.02988 0.44257  0.238
H: 2.87289 1.04567 -0.66005  0.380
H: 0.98409 -0.32119 0.16351  0.253
H: 0.46230 -2.62652 -0.11157  0.203
H: -0.67612 -3.15517 0.80100  0.241



Most stable to least stable: *A*, *B*



*A*
The molecule C4H11N3, computed with ωB97M-V/def2-TZVPD.

The structure (SMILES) is N/C=N\CCCN. The charge is 0. As for the LUMO energy: 0.92 eV. The value obtained for the HOMO energy is -0.3173 hartree.

Each line ends with the Mulliken charge.
Atoms and positions in Å:
C: 0.75702 -1.57433 0.22100  -0.470
C: 1.26770 -0.12719 0.37355  -0.508
C: 0.61102 0.91196 -0.56553  -0.790
N: -1.61082 1.59754 1.14505  -0.491
C: -1.68485 0.88199 -0.07372  0.019
N: -0.77155 0.56462 -0.85837  -0.497
N: 0.51455 -1.91647 -1.16330  -0.635
H: 1.59221 -2.19501 0.56920  0.350
H: -0.04265 -1.79033 0.93715  0.290
H: 2.32482 -0.20231 0.07127  0.356
H: 1.34478 0.13364 1.42960  0.292
H: 0.59359 1.85399 -0.05336  0.307
H: 1.19739 0.98838 -1.45878  0.415
H: -0.87150 2.27118 1.16209  0.191
H: -2.49448 2.03260 1.35695  0.273
H: -2.69607 0.59995 -0.30409  0.368
H: 0.04934 -2.81120 -1.19480  0.232
H: -0.08050 -1.21903 -1.59391  0.297



*B*
A cluster of 2 separate species, C4H11N3 in total, computed with ωB97M-V/def2-TZVPD.

The structure (SMILES) is [H]/N=N/C.C/C=C/N. The charge is 0. As for the LUMO energy: 1.03 eV. The value obtained for the HOMO energy is -0.2843 hartree.

Each line ends with the Mulliken charge.
Atoms and positions in Å:
C: -0.95011 -0.96241 0.42094  0.009
C: -1.97525 1.14807 -0.49767  -1.241
C: 1.82895 0.99215 0.77342  -0.815
C: -1.14348 -0.10775 -0.59188  -0.104
N: -0.18397 -2.17382 0.49322  -0.380
N: 2.24665 -0.37992 -0.99537  -0.663
N: 1.45524 0.50664 -0.51068  0.251
H: -1.13181 -0.70469 1.48626  0.222
H: -1.66282 2.07252 -1.22146  0.260
H: -2.18054 1.41475 0.57911  0.274
H: -2.90415 0.96951 -0.90674  0.400
H: 2.46209 1.88904 0.59093  0.336
H: 1.07777 1.35954 1.44695  0.296
H: 2.43565 0.29299 1.35575  0.346
H: -0.95668 -0.34145 -1.68721  0.202
H: -0.03066 -2.51853 1.41260  0.182
H: -0.22552 -2.72537 -0.28032  0.176
H: 1.83866 -0.73129 -1.86782  0.249



*C*
The molecule C4H11N3, computed with ωB97M-V/def2-TZVPD.

The structure (SMILES) is [H]/N=C(\N)NCCC. The charge is 0. As for the LUMO energy: 0.65 eV. The value obtained for the HOMO energy is -0.3285 hartree.

Each line ends with the Mulliken charge.
Atoms and positions in Å:
C: 2.30411 -0.84552 -0.53705  -1.234
C: 1.11827 -1.43719 0.02034  -0.205
C: -0.00767 -0.57492 0.48559  -0.647
N: -0.32634 0.67020 -0.33165  -0.234
C: -1.48081 1.37991 -0.34692  0.511
N: -2.06530 1.32928 0.90292  -0.690
N: -1.93621 2.25892 -1.15789  -0.719
H: 2.22106 -0.44427 -1.49091  0.370
H: 2.62679 -0.00852 0.11616  0.318
H: 3.21228 -1.58404 -0.60015  0.297
H: 0.64168 -2.21395 -0.73419  0.188
H: 1.45308 -1.94360 1.01073  0.235
H: 0.06943 -0.44693 1.55013  0.334
H: -0.91031 -1.12991 0.43621  0.432
H: -0.14807 0.40292 -1.32613  0.219
H: -1.48968 1.70443 1.62898  0.238
H: -2.44485 0.33682 1.13276  0.272
H: -2.83746 2.54637 -0.75892  0.315



*D*
A structure of composition C4H11N3, computed with ωB97M-V/def2-TZVPD.

The charge is 0. As for the LUMO energy (alpha / beta): -0.30 / 0.20 eV. The value obtained for the HOMO energy (alpha / beta) is -0.2758 / -0.2819 hartree.

Each line ends with the Mulliken charge.
Atoms and positions in Å:
C: 1.27210 1.79488 0.34366  -0.883
C: -0.51696 -0.49350 -1.91977  -1.376
C: 0.30988 -0.14520 -0.70832  0.280
N: 0.08291 1.12421 -0.15896  -0.340
H: 1.36472 -0.41964 -0.82239  0.360
H: 1.78310 2.25919 -0.50523  0.332
H: 0.98094 2.58451 1.03873  0.313
H: 1.97524 1.12553 0.85612  0.351
H: -0.51460 -1.57977 -2.04064  0.320
H: -1.55076 -0.17093 -1.78787  0.315
H: -0.10226 -0.04911 -2.82756  0.377
N: -0.77182 0.22829 1.39612  -0.476
C: -0.37201 -1.06606 0.81008  -0.005
N: -1.38924 -1.92212 0.78847  -0.737
H: -1.75676 0.40383 1.21756  0.268
H: -0.32741 0.59520 2.23988  0.275
H: -1.06571 -2.88559 0.85783  0.254
H: 0.59863 -1.38370 1.22230  0.373



Most stable to least stable: *A*, *C*, *B*, *D*



*A*
The molecule CHN3O3, computed with ωB97M-V/def2-TZVPD.

The structure (SMILES) is O=c1nnon1O. The charge is 0. As for the LUMO energy: -0.56 eV. The value obtained for the HOMO energy is -0.3885 hartree.

Each line ends with the Mulliken charge.
Atoms and positions in Å:
C: 0.00461 0.83209 -0.08159  0.543
H: -1.83432 -0.49740 0.43917  0.365
N: -0.21305 -0.44720 -0.28100  0.335
N: 1.90012 -0.16849 -0.00177  0.077
N: 1.40021 0.98204 -0.01573  -0.264
O: -1.29033 -1.16379 -0.00029  -0.378
O: 0.97869 -1.11881 -0.02409  -0.084
O: -0.94593 1.58156 -0.03470  -0.595



*B*
The molecule CHN3O3, computed with ωB97M-V/def2-TZVPD.

The structure (SMILES) is O=NC(N=O)N=O. The charge is 0. As for the LUMO energy (alpha / beta): -1.78 / -1.78 eV. The value obtained for the HOMO energy (alpha / beta) is -0.3740 / -0.3739 hartree.

Each line ends with the Mulliken charge.
Atoms and positions in Å:
C: -0.00707 0.03341 0.05508  0.074
N: -1.35998 0.22421 0.63671  0.027
N: 0.37885 -1.30062 0.54315  0.018
N: 0.84678 1.05044 0.59150  -0.001
O: -2.14432 0.37627 -0.25909  -0.227
O: 0.83489 -2.07198 -0.24590  -0.244
O: 1.38650 1.67245 -0.28324  -0.245
H: 0.06435 0.01582 -1.03820  0.600



Most stable to least stable: *A*, *B*



*A*
A cluster of 2 separate species, C6H16NO in total, computed with ωB97M-V/def2-TZVPD.

The charge is +1. As for the LUMO energy: -3.22 eV. The value obtained for the HOMO energy is -0.4553 hartree.

Each line ends with the Mulliken charge.
Atoms and positions in Å:
C: 1.73293 -0.21599 -0.30935  -0.867
C: 0.93055 0.01749 0.96623  -0.651
C: -0.48171 -0.67924 0.94839  -0.704
C: -1.50658 0.13673 1.77249  -0.590
C: -2.88585 -0.46711 1.49287  -0.180
C: -3.94385 0.32081 1.43447  -0.771
N: 1.20833 0.43658 -1.54258  -0.174
H: 2.81217 -0.08362 -0.21018  0.435
H: 1.80268 -1.29972 -0.49340  0.361
H: 0.67524 1.08267 1.00216  0.329
H: 1.48375 -0.26502 1.85278  0.448
H: -0.33336 -1.65426 1.39269  0.337
H: -0.84349 -0.71330 -0.07465  0.388
H: -1.25810 0.09029 2.83369  0.267
H: -1.50636 1.17400 1.44031  0.430
H: -2.82960 -1.50730 1.18787  0.375
H: -4.98228 0.10189 1.23523  0.294
H: -3.76566 1.35116 1.73920  0.215
H: 0.19126 0.43228 -1.62644  0.360
H: 1.77251 0.09115 -2.35185  0.360
H: 1.47772 1.41967 -1.45743  0.372
H: 2.99031 0.29702 -4.34618  0.301
H: 4.08279 -0.17097 -3.46043  0.301
O: 3.17659 0.10482 -3.42589  -0.635



*B*
A cluster of 2 separate species, C6H16NO in total, computed with ωB97M-V/def2-TZVPD.

The charge is +1. As for the LUMO energy: -7.02 eV. The value obtained for the HOMO energy is -0.5131 hartree.

Each line ends with the Mulliken charge.
Atoms and positions in Å:
C: 2.72578 0.32056 0.53676  -0.538
O: 3.09726 0.62055 -0.82471  -0.486
C: 1.32832 0.89357 0.93565  -0.545
C: 0.27165 0.66631 -0.23821  -0.358
C: 0.37245 -0.68292 -0.81558  0.162
C: -0.05344 -1.84054 -0.05329  -0.484
C: -1.59869 -1.74578 0.16449  -1.130
N: -2.69620 1.87304 -0.23612  -0.691
H: 2.65088 -0.78544 0.46805  0.257
H: 3.54498 0.50464 1.22687  0.415
H: 2.49099 0.23927 -1.45239  0.307
H: 1.50279 1.97079 1.00529  0.373
H: 0.93924 0.54348 1.88987  0.380
H: -0.69132 0.88073 0.22744  0.272
H: 0.42256 1.40598 -1.02328  0.323
H: -2.92697 2.82713 -0.44747  0.230
H: 0.11618 -0.73767 -1.87899  0.330
H: 0.11936 -2.75166 -0.61891  0.371
H: 0.45747 -1.91038 0.90263  0.290
H: -1.96007 -2.69469 0.53862  0.389
H: -1.85038 -0.99983 0.92216  0.345
H: -3.28756 1.57214 0.52121  0.227
H: -2.14447 -1.43001 -0.72521  0.333
H: -2.83081 1.26074 -1.02487  0.228



Most stable to least stable: *A*, *B*



*A*
A structure of composition C2H2N3O, computed with ωB97M-V/def2-TZVPD.

The charge is +1. As for the LUMO energy: -6.90 eV. The value obtained for the HOMO energy is -0.6257 hartree.

Each line ends with the Mulliken charge.
Atoms and positions in Å:
C: 0.33784 -0.72935 -0.99470  0.026
C: 0.37744 0.86724 -0.28150  0.808
N: 0.55742 0.37466 -1.59672  -0.252
N: -0.59179 0.10706 1.15060  -0.031
N: 0.53136 -0.32433 0.44071  -0.097
O: -0.65108 1.28210 0.42489  -0.114
H: 0.02968 -1.71311 -1.31820  0.358
H: -0.59087 0.13574 2.17492  0.302



*B*
The ion C2H2N3O with charge +1, computed with ωB97M-V/def2-TZVPD.

The structure (SMILES) is O=C1N=NC=[NH+]1. The charge is +1. As for the LUMO energy (alpha / beta): -9.27 / -9.27 eV. The value obtained for the HOMO energy (alpha / beta) is -0.6219 / -0.6219 hartree.

Each line ends with the Mulliken charge.
Atoms and positions in Å:
C: -0.93970 0.63974 0.07363  0.192
C: 0.95660 -0.50884 0.12962  0.453
N: 1.23691 0.87830 0.02861  -0.002
N: 0.13687 1.52328 -0.02115  -0.078
N: -0.41750 -0.58188 -0.01872  0.026
O: 1.80080 -1.33621 -0.01953  -0.234
H: -2.04218 0.91919 -0.05532  0.378
H: -0.73179 -1.53359 -0.11714  0.265



Most stable to least stable: *B*, *A*